(1)
{
  "formula": "C36H100BrClO18PS",
  "method": "the ωB97M-V functional and the def2-TZVPD basis",
  "symbols": ["C", "C", "C", "C", "O", "C", "Br", "O", "P", "O", "C", "C", "C", "C", "C", "S", "O", "O", "Cl", "H", "H", "H", "H", "H", "H", "H", "H", "H", "H", "H", "H", "H", "H", "H", "H", "H", "H", "H", "H", "H", "H", "C", "C", "O", "H", "H", "H", "H", "H", "H", "C", "C", "O", "H", "H", "H", "H", "H", "H", "C", "C", "O", "H", "H", "H", "H", "H", "H", "C", "C", "O", "H", "H", "H", "H", "H", "H", "C", "C", "O", "H", "H", "H", "H", "H", "H", "C", "C", "O", "H", "H", "H", "H", "H", "H", "C", "C", "O", "H", "H", "H", "H", "H", "H", "C", "C", "O", "H", "H", "H", "H", "H", "H", "C", "C", "O", "H", "H", "H", "H", "H", "H", "C", "C", "O", "H", "H", "H", "H", "H", "H", "C", "C", "O", "H", "H", "H", "H", "H", "H", "C", "C", "O", "H", "H", "H", "H", "H", "H", "C", "C", "O", "H", "H", "H", "H", "H", "H"],
  "coordinates": [[-2.976, 3.541, 2.826], [-3.357, 2.070, 3.099], [-3.725, 1.307, 1.819], [-3.792, -0.211, 2.027], [-3.038, -0.965, 1.078], [-1.663, -0.916, 1.147], [-1.136, 0.114, -0.650], [-1.145, -0.296, 2.186], [-0.649, -1.540, 3.524], [-1.096, -2.813, 2.336], [-0.984, -2.281, 1.051], [-1.399, -3.255, -0.037], [-0.225, -3.912, -0.762], [0.508, -2.963, -1.704], [1.662, -3.621, -2.453], [3.146, -3.798, -1.469], [3.768, -5.056, -1.766], [2.906, -3.446, -0.105], [4.399, -2.330, -2.192], [-3.706, 4.202, 3.302], [-2.986, 3.775, 1.762], [-2.009, 3.794, 3.260], [-2.531, 1.542, 3.579], [-4.214, 2.051, 3.781], [-2.979, 1.541, 1.058], [-4.690, 1.671, 1.450], [-3.521, -0.472, 3.051], [-4.813, -0.555, 1.864], [-0.291, -2.521, 4.518], [-2.012, -1.549, 3.955], [-0.345, -0.421, 4.370], [0.671, -1.553, 2.961], [0.077, -2.006, 0.901], [-2.058, -2.770, -0.764], [-1.963, -4.057, 0.446], [0.467, -4.325, -0.021], [-0.616, -4.757, -1.344], [-0.190, -2.564, -2.445], [0.880, -2.103, -1.140], [1.951, -2.989, -3.294], [1.442, -4.614, -2.841], [-6.252, -3.891, 0.035], [-4.800, -3.776, -0.383], [-4.204, -5.055, -0.593], [-6.330, -4.478, 0.952], [-6.680, -2.903, 0.212], [-6.844, -4.390, -0.739], [-4.213, -3.291, 0.397], [-4.706, -3.175, -1.296], [-4.698, -5.498, -1.290], [-2.013, 7.721, -0.770], [-3.133, 6.727, -0.530], [-3.054, 6.118, 0.752], [-1.047, 7.226, -0.662], [-2.070, 8.162, -1.765], [-2.059, 8.536, -0.042], [-3.076, 5.907, -1.246], [-4.107, 7.215, -0.657], [-3.118, 6.808, 1.419], [7.495, -4.067, -4.441], [8.493, -4.381, -3.344], [8.862, -3.231, -2.590], [7.895, -3.324, -5.132], [7.243, -4.970, -4.999], [6.576, -3.666, -4.010], [9.422, -4.769, -3.762], [8.081, -5.148, -2.677], [8.063, -2.869, -2.190], [6.989, -5.432, 0.666], [8.175, -5.322, 1.602], [9.339, -5.962, 1.083], [6.753, -6.477, 0.465], [6.106, -4.952, 1.092], [7.207, -4.952, -0.292], [7.965, -5.814, 2.551], [8.395, -4.270, 1.814], [9.562, -5.532, 0.251], [1.548, 9.780, -2.960], [0.483, 10.816, -2.662], [-0.499, 10.339, -1.739], [1.097, 8.874, -3.365], [2.271, 10.164, -3.681], [2.088, 9.508, -2.050], [-0.058, 11.071, -3.572], [0.939, 11.724, -2.261], [-0.046, 10.114, -0.920], [-3.025, 14.539, -3.166], [-3.023, 13.350, -4.108], [-1.790, 12.644, -4.080], [-2.212, 15.223, -3.415], [-3.969, 15.083, -3.223], [-2.887, 14.210, -2.133], [-3.151, 13.679, -5.140], [-3.851, 12.674, -3.868], [-1.652, 12.323, -3.180], [0.810, -6.745, 3.575], [-0.539, -6.534, 2.908], [-1.255, -5.449, 3.456], [0.683, -6.909, 4.646], [1.336, -7.603, 3.150], [1.442, -5.863, 3.446], [-1.170, -7.416, 3.042], [-0.398, -6.391, 1.827], [-0.739, -4.641, 3.306], [-4.671, 7.210, 6.584], [-4.599, 5.950, 5.741], [-3.395, 5.228, 5.941], [-3.821, 7.859, 6.369], [-5.592, 7.761, 6.386], [-4.646, 6.965, 7.649], [-4.616, 6.198, 4.679], [-5.465, 5.309, 5.942], [-3.346, 4.958, 6.863], [-0.823, -2.945, -6.410], [0.577, -3.487, -6.201], [0.612, -4.533, -5.235], [-1.233, -2.580, -5.468], [-0.818, -2.125, -7.130], [-1.487, -3.725, -6.790], [1.233, -2.708, -5.812], [1.002, -3.836, -7.149], [0.054, -5.253, -5.544], [0.096, 14.788, 0.513], [0.154, 13.556, -0.369], [1.399, 12.870, -0.259], [0.903, 15.476, 0.261], [-0.857, 15.306, 0.393], [0.201, 14.516, 1.567], [0.051, 13.836, -1.418], [-0.668, 12.872, -0.128], [1.504, 12.596, 0.659], [5.822, -9.655, 2.462], [5.353, -8.283, 2.907], [4.775, -8.313, 4.209], [4.996, -10.364, 2.472], [6.238, -9.618, 1.453], [6.597, -10.035, 3.133], [4.573, -7.913, 2.241], [6.180, -7.565, 2.882], [5.449, -8.622, 4.823], [-6.091, -0.850, -2.834], [-5.767, 0.104, -1.697], [-5.501, -0.564, -0.478], [-6.949, -1.474, -2.577], [-6.318, -0.302, -3.750], [-5.243, -1.509, -3.034], [-6.618, 0.757, -1.497], [-4.916, 0.737, -1.970], [-4.711, -1.111, -0.574], [2.844, -13.349, 0.124], [3.830, -13.612, 1.246], [4.028, -12.470, 2.070], [3.182, -12.514, -0.490], [2.733, -14.230, -0.511], [1.860, -13.095, 0.524], [4.813, -13.854, 0.843], [3.498, -14.463, 1.851], [3.180, -12.229, 2.460]],
  "forces_ev_per_a": [[-0.45, -0.13, 0.33], [0.03, 0.09, -0.24], [0.14, 0.15, 0.22], [-0.46, 0.36, 0.03], [0.06, -0.41, -0.10], [-0.11, 0.00, 0.94], [0.15, 0.16, -0.27], [-0.67, 0.18, -0.45], [0.27, -0.63, 0.63], [-0.04, 0.24, 0.15], [0.99, 0.04, -0.39], [-0.26, -0.29, 0.18], [-0.13, -0.04, -0.07], [0.12, -0.12, 0.39], [-0.09, 0.69, -0.38], [-0.31, -0.91, 0.91], [0.08, 0.36, -0.23], [0.11, 0.09, -0.28], [0.08, 0.15, -0.20], [0.08, 0.08, -0.08], [0.19, -0.03, 0.04], [0.04, -0.01, -0.17], [-0.04, 0.02, 0.00], [0.11, -0.14, 0.10], [-0.03, -0.12, -0.02], [0.08, -0.01, -0.11], [0.27, -0.06, -0.12], [0.07, -0.06, 0.00], [-0.01, 0.08, -0.05], [-0.02, 0.12, -0.16], [0.05, -0.01, -0.03], [-0.08, 0.10, -0.16], [-0.09, -0.01, -0.19], [0.03, 0.00, 0.03], [-0.15, 0.14, -0.04], [0.01, 0.05, -0.03], [0.07, 0.02, 0.01], [0.05, -0.04, -0.02], [-0.05, 0.01, -0.14], [0.11, -0.20, -0.04], [0.08, -0.04, 0.13], [-0.04, 0.00, 0.02], [-0.03, -0.10, 0.02], [0.02, 0.00, -0.04], [0.01, 0.00, 0.00], [0.03, 0.00, -0.03], [0.00, 0.03, -0.01], [0.01, -0.02, -0.02], [-0.03, 0.02, 0.03], [0.00, 0.00, 0.03], [0.01, -0.11, 0.05], [0.00, 0.06, 0.07], [-0.03, 0.08, -0.08], [0.00, 0.01, -0.02], [-0.01, 0.01, 0.02], [-0.03, 0.02, -0.03], [-0.01, 0.00, 0.00], [0.00, -0.02, -0.05], [0.03, -0.04, 0.02], [0.01, 0.08, 0.03], [-0.07, -0.03, 0.05], [-0.01, 0.00, 0.02], [0.04, -0.03, 0.01], [-0.02, 0.00, 0.00], [-0.06, -0.05, -0.01], [0.01, 0.01, 0.01], [0.02, -0.04, -0.03], [0.01, 0.01, -0.01], [0.00, -0.06, -0.04], [0.06, 0.05, -0.08], [-0.02, 0.00, -0.01], [-0.01, 0.00, 0.02], [-0.01, 0.01, -0.02], [-0.02, 0.04, 0.02], [0.01, 0.00, 0.00], [-0.04, 0.00, 0.05], [0.00, -0.01, 0.01], [-0.08, -0.11, 0.08], [0.13, 0.00, -0.02], [-0.04, 0.11, -0.09], [0.01, 0.01, -0.02], [0.00, 0.02, 0.01], [0.03, 0.03, -0.01], [0.01, -0.05, -0.01], [0.07, 0.02, -0.10], [-0.02, 0.00, -0.01], [0.06, 0.01, 0.00], [0.02, -0.03, 0.05], [-0.05, 0.09, 0.10], [-0.01, 0.01, -0.01], [-0.01, -0.01, 0.00], [-0.03, 0.00, 0.00], [-0.01, 0.00, 0.00], [-0.02, 0.01, -0.03], [-0.02, -0.08, -0.04], [-0.01, 0.02, 0.04], [0.03, 0.10, -0.03], [0.25, -0.21, 0.17], [0.00, -0.01, 0.00], [0.00, 0.00, -0.01], [0.01, -0.01, -0.02], [0.01, -0.01, -0.02], [-0.01, -0.05, -0.01], [-0.42, 0.16, -0.18], [0.06, 0.01, 0.00], [-0.01, -0.06, 0.05], [0.04, 0.09, 0.05], [-0.01, 0.00, -0.01], [-0.01, -0.01, 0.00], [-0.03, 0.00, 0.00], [-0.01, -0.01, 0.00], [-0.02, 0.01, -0.03], [-0.01, -0.03, -0.03], [-0.02, -0.02, 0.06], [-0.05, -0.02, 0.00], [0.00, -0.03, -0.03], [0.01, 0.02, 0.00], [0.00, 0.00, 0.00], [0.01, 0.01, -0.03], [0.01, 0.00, -0.01], [0.02, 0.03, 0.00], [-0.01, 0.02, 0.02], [0.07, 0.01, -0.01], [-0.06, -0.03, 0.13], [-0.03, 0.05, 0.04], [-0.01, 0.01, -0.01], [-0.01, -0.01, 0.00], [-0.03, 0.00, 0.00], [0.05, -0.04, -0.02], [-0.04, 0.02, -0.05], [0.04, 0.01, -0.02], [-0.07, 0.02, 0.08], [0.09, -0.03, 0.04], [-0.02, -0.01, -0.02], [0.07, 0.02, -0.05], [0.01, 0.01, 0.00], [0.04, 0.02, -0.03], [-0.02, 0.04, 0.04], [-0.02, 0.02, -0.05], [-0.02, 0.00, 0.00], [-0.03, -0.06, 0.05], [0.17, 0.01, 0.00], [-0.29, -0.14, -0.14], [0.00, 0.01, 0.00], [0.00, 0.01, 0.00], [0.02, 0.02, -0.03], [0.01, 0.01, -0.01], [-0.02, 0.03, -0.01], [0.19, 0.27, 0.14], [0.02, 0.06, 0.00], [-0.06, 0.02, 0.02], [-0.07, -0.11, -0.01], [0.01, -0.01, -0.01], [0.00, -0.01, 0.01], [-0.01, -0.03, 0.00], [0.00, -0.01, 0.01], [0.03, -0.02, -0.01], [0.03, 0.03, 0.00]],
  "largest_force_ev_per_a": 1.33,
  "total_charge": -1,
  "homo_ev": -5.041,
  "total_energy_ev": -178494.9206,
  "lumo_ha": 0.0593
}

***

(2)
{
  "formula": "C30H25Cl3GeN7O2W",
  "method": "the ωB97M-V functional and the def2-TZVPD basis",
  "symbols": ["W", "C", "C", "C", "C", "C", "C", "C", "N", "N", "C", "C", "C", "C", "C", "C", "N", "C", "C", "C", "C", "C", "C", "N", "H", "H", "H", "H", "H", "H", "H", "H", "H", "H", "H", "H", "H", "H", "H", "H", "H", "H", "H", "H", "Cl", "Ge", "Cl", "Cl", "O", "C", "O", "C", "C", "C", "C", "C", "C", "H", "H", "H", "H", "H", "N", "C", "C", "C", "N", "C", "N"],
  "coordinates": [[0.477, 0.174, -0.712], [-0.819, -1.279, -3.259], [-0.984, 0.064, -3.925], [-1.605, 1.134, -3.076], [-2.490, 1.992, -3.708], [-3.088, 3.030, -3.021], [-2.783, 3.169, -1.680], [-1.899, 2.288, -1.104], [-1.295, 1.272, -1.763], [0.358, -1.364, -2.349], [0.236, -2.651, -1.600], [-0.905, -2.550, -0.635], [-1.659, -3.642, -0.268], [-2.681, -3.474, 0.657], [-2.920, -2.207, 1.160], [-2.126, -1.159, 0.742], [-1.127, -1.320, -0.135], [1.592, -1.423, -3.168], [2.778, -1.321, -2.271], [4.003, -1.836, -2.632], [5.077, -1.712, -1.760], [4.865, -1.094, -0.541], [3.607, -0.615, -0.244], [2.570, -0.707, -1.092], [-0.696, -2.061, -4.013], [-1.713, -1.512, -2.684], [-1.649, -0.093, -4.774], [-0.050, 0.433, -4.354], [-2.702, 1.834, -4.757], [-3.771, 3.705, -3.519], [-3.208, 3.955, -1.073], [-1.661, 2.406, -0.066], [1.165, -2.839, -1.061], [0.080, -3.467, -2.309], [-1.449, -4.612, -0.699], [-3.282, -4.318, 0.971], [-3.708, -2.023, 1.877], [-2.267, -0.163, 1.124], [1.599, -0.595, -3.871], [1.607, -2.354, -3.740], [4.111, -2.336, -3.586], [6.049, -2.104, -2.025], [5.651, -0.980, 0.193], [3.435, -0.143, 0.707], [1.536, 1.612, -2.474], [1.765, 2.308, 0.033], [0.959, 4.203, -0.495], [3.851, 2.524, 0.289], [1.174, 2.208, 1.861], [-0.009, 1.746, 1.904], [-0.498, 1.099, 0.888], [-0.807, 1.944, 3.097], [-2.194, 1.765, 3.068], [-2.927, 1.934, 4.225], [-2.278, 2.260, 5.413], [-0.903, 2.447, 5.442], [-0.164, 2.304, 4.283], [-2.703, 1.551, 2.136], [-4.002, 1.819, 4.209], [-2.854, 2.375, 6.322], [-0.408, 2.701, 6.368], [0.908, 2.447, 4.292], [1.137, -0.820, 0.966], [1.427, -0.908, 2.103], [1.831, -1.004, 3.385], [3.242, -0.906, 3.581], [4.388, -0.800, 3.594], [0.837, -1.111, 4.401], [-0.030, -1.202, 5.153]],
  "forces_ev_per_a": [[0.17, 0.38, -0.23], [-0.01, 0.10, -0.02], [-0.09, 0.00, -0.11], [0.05, -0.02, -0.01], [-0.05, 0.00, -0.01], [0.00, 0.01, 0.01], [-0.04, 0.03, -0.02], [-0.04, -0.04, -0.03], [0.12, -0.02, 0.13], [0.13, -0.14, 0.03], [-0.10, 0.02, 0.06], [0.14, -0.02, -0.05], [-0.09, -0.05, 0.03], [0.03, 0.01, -0.02], [-0.04, -0.05, 0.02], [0.00, 0.14, -0.01], [0.04, -0.02, -0.13], [0.01, -0.01, 0.02], [-0.04, -0.02, 0.00], [0.12, -0.05, -0.01], [-0.05, 0.00, -0.03], [0.03, -0.01, 0.02], [0.04, 0.03, 0.05], [-0.14, 0.20, -0.05], [-0.01, -0.01, -0.02], [-0.01, -0.03, 0.01], [0.01, 0.01, -0.02], [-0.01, -0.01, 0.05], [0.00, 0.00, 0.01], [0.01, -0.01, 0.01], [0.00, -0.01, -0.02], [0.02, -0.01, 0.02], [0.03, 0.00, 0.02], [-0.01, -0.03, -0.01], [0.01, 0.02, 0.01], [0.01, 0.01, -0.01], [0.01, 0.00, -0.01], [0.00, -0.01, -0.01], [-0.03, 0.02, -0.02], [-0.01, -0.03, 0.01], [0.00, 0.01, 0.02], [-0.01, 0.00, 0.00], [0.00, -0.01, -0.02], [-0.02, 0.02, 0.03], [-0.15, -0.36, -0.10], [0.25, -0.16, 0.19], [-0.08, -0.05, 0.15], [-0.06, 0.06, -0.04], [-0.03, 0.05, -0.19], [0.06, -0.03, -0.06], [0.01, 0.27, 0.37], [-0.14, -0.10, -0.04], [-0.06, 0.02, 0.04], [0.01, 0.01, 0.01], [-0.02, -0.01, -0.04], [0.00, 0.00, 0.04], [0.05, 0.01, 0.01], [0.02, -0.02, 0.03], [0.01, 0.00, 0.01], [0.00, 0.00, 0.00], [0.00, 0.00, 0.00], [-0.01, 0.00, 0.00], [-0.03, -0.14, 0.00], [-0.04, 0.01, -0.08], [0.01, 0.05, 0.08], [-0.10, 0.00, 0.03], [-0.03, -0.01, 0.00], [0.09, -0.11, -0.02], [0.03, 0.08, -0.02]],
  "multiplicity": 2,
  "e_above_lowest_kj_mol": 26.9,
  "largest_force_ev_per_a": 0.48,
  "total_charge": 2,
  "homo_ev": [-13.665, -13.742],
  "total_energy_ev": -141940.9679,
  "lumo_ha": [-0.2475, -0.2787]
}